[1]
{"formula": "C8H15Cl2N5Sc", "method": "ωB97M-V/def2-TZVPD", "species": ["Sc", "Cl", "Cl", "C", "H", "H", "C", "C", "H", "C", "H", "C", "H", "H", "C", "H", "H", "C", "H", "H", "H", "H", "N", "N", "N", "C", "N", "N", "H", "H", "H"], "xyz": [[0.53, 1.34, 2.42], [-0.37, -0.63, 3.24], [0.71, 3.02, 3.94], [-0.71, 1.99, 0.75], [-0.75, 1.72, -0.32], [-1.39, 2.83, 1.00], [-0.55, -1.19, -0.97], [-0.84, -0.16, -1.80], [0.49, -1.48, -0.80], [-2.25, 0.32, -2.05], [-0.04, 0.39, -2.30], [-3.23, -0.21, -0.99], [-2.28, 1.42, -2.08], [-2.58, -0.04, -3.04], [-3.01, -1.69, -0.70], [-3.07, 0.36, -0.06], [-4.26, -0.03, -1.32], [-1.58, -1.96, -0.21], [-3.75, -2.04, 0.03], [-3.17, -2.25, -1.63], [-1.52, -1.73, 0.87], [-1.36, -3.04, -0.29], [5.15, -0.71, 1.17], [4.26, 0.33, 0.97], [3.91, 0.64, -0.31], [2.68, 1.14, -0.13], [2.25, 1.05, 1.14], [3.24, 0.46, 1.85], [5.53, -0.68, 2.11], [5.85, -0.72, 0.45], [2.09, 1.56, -0.93]], "e_above_lowest_kcal_mol": 0.00, "orbital_gap_ev": [8.04, 4.83], "multiplicity": 1, "total_charge": -1}


[2]
{"formula": "C4H27N2O10", "method": "ωB97M-V/def2-TZVPD", "species": ["C", "N", "C", "O", "C", "N", "C", "O", "H", "H", "H", "H", "H", "H", "H", "H", "H", "H", "H", "H", "H", "O", "H", "H", "O", "H", "H", "O", "H", "H", "O", "H", "H", "O", "H", "H", "O", "H", "H", "O", "H", "H", "O"], "xyz": [[-0.21, 0.42, 0.90], [1.00, -0.37, 0.77], [2.08, 0.16, 1.68], [2.51, 1.44, 1.42], [-1.12, 0.67, -0.36], [-1.43, -0.45, -1.29], [-2.39, -1.39, -0.88], [-3.70, -0.82, -1.19], [-0.76, -0.24, 1.54], [-0.13, 1.36, 1.42], [1.31, -0.24, -0.14], [1.71, 0.14, 2.75], [2.89, -0.52, 1.51], [1.57, 2.40, 1.34], [-0.72, 1.51, -0.95], [-2.12, 1.01, -0.24], [-1.52, -0.01, -2.21], [-2.16, -1.56, 0.21], [-2.49, -2.37, -1.55], [-0.55, -3.70, 0.83], [0.04, -4.11, -0.69], [-0.84, -3.98, -0.10], [-2.43, 2.50, 1.69], [-0.91, 3.02, 3.10], [-1.41, 3.56, 2.44], [1.12, 0.56, -4.39], [0.46, -0.70, -3.63], [0.59, -0.30, -4.46], [1.39, -2.21, 0.51], [2.87, -2.93, 0.31], [1.92, -3.01, 0.09], [-3.84, 0.01, -0.62], [-3.56, 1.51, 2.04], [-3.24, 2.03, 1.33], [1.23, 3.92, 0.88], [-0.79, 3.47, 1.75], [0.83, 3.13, 1.37], [3.67, 1.30, 0.12], [2.93, 0.73, -0.75], [3.88, 0.79, -0.65], [0.25, -1.90, -1.47], [1.20, -2.88, -2.36], [0.86, -1.98, -2.10]], "e_above_lowest_kcal_mol": 85.15, "orbital_gap_ev": 8.29, "multiplicity": 1, "total_charge": -1}


[3]
{"formula": "C4H8N2O", "method": "ωB97M-V/def2-TZVPD", "species": ["C", "C", "N", "C", "C", "N", "O", "H", "H", "H", "H", "H", "H", "H", "H"], "xyz": [[-1.62, 0.48, -0.77], [0.30, -1.87, 0.14], [1.57, 0.27, 0.57], [0.46, -0.39, 0.24], [0.80, 1.76, 0.42], [-0.44, 0.54, 0.04], [0.70, 2.51, 1.36], [2.24, -0.06, 1.25], [1.06, 2.08, -0.61], [-2.35, 1.19, -0.38], [-2.07, -0.52, -0.76], [-1.41, 0.75, -1.82], [1.04, -2.38, 0.75], [-0.70, -2.18, 0.47], [0.42, -2.19, -0.90]], "e_above_lowest_kcal_mol": 59.68, "orbital_gap_ev": 9.63, "multiplicity": 1}


[4]
{"formula": "C18H12BrFO4", "method": "ωB97M-V/def2-TZVPD", "species": ["C", "C", "O", "O", "C", "C", "C", "C", "C", "C", "C", "C", "C", "O", "C", "C", "C", "C", "C", "F", "C", "Br", "C", "O", "H", "H", "H", "H", "H", "H", "H", "H", "H", "H", "H", "H"], "xyz": [[4.19, -2.49, 0.37], [3.80, -1.20, -0.29], [4.03, -0.99, -1.44], [3.16, -0.31, 0.50], [3.73, 1.00, 0.48], [2.66, 2.07, 0.75], [1.34, 1.70, 0.12], [1.31, 1.39, -1.25], [0.12, 1.02, -1.86], [-1.03, 0.94, -1.09], [-1.01, 1.27, 0.26], [0.18, 1.65, 0.87], [-2.30, 1.18, 1.00], [-2.63, 1.99, 1.82], [-3.17, 0.04, 0.59], [-3.17, -0.30, -0.77], [-3.92, -1.36, -1.27], [-4.70, -2.09, -0.39], [-4.70, -1.77, 0.95], [-5.45, -2.50, 1.80], [-3.94, -0.72, 1.46], [-3.99, -0.39, 3.32], [-2.31, 0.50, -1.70], [-2.62, 0.73, -2.83], [5.24, -2.67, 0.20], [3.98, -2.48, 1.43], [3.61, -3.29, -0.09], [4.45, 1.04, 1.30], [4.22, 1.22, -0.46], [2.54, 2.21, 1.82], [3.03, 3.00, 0.32], [2.22, 1.44, -1.83], [0.11, 0.77, -2.91], [0.18, 1.91, 1.92], [-3.88, -1.59, -2.32], [-5.29, -2.91, -0.78]], "orbital_gap_ev": 8.75, "multiplicity": 1, "smiles": "CC(=O)OCCc1ccc2c(c1)C(=O)c1c(ccc(F)c1Br)C2=O"}


[5]
{"formula": "C18H14N2O2", "method": "ωB97M-V/def2-TZVPD", "species": ["C", "C", "C", "C", "C", "C", "C", "C", "N", "C", "O", "C", "C", "C", "C", "C", "C", "C", "C", "C", "O", "N", "H", "H", "H", "H", "H", "H", "H", "H", "H", "H", "H", "H", "H", "H"], "xyz": [[1.21, 3.98, -0.80], [1.67, 3.38, 0.49], [2.25, 4.17, 1.49], [2.66, 3.67, 2.70], [2.47, 2.30, 2.88], [1.94, 1.45, 1.93], [1.55, 1.97, 0.73], [1.04, 1.06, -0.39], [-0.36, 0.60, -0.26], [-0.76, -0.57, -0.53], [-2.14, -0.72, -0.56], [-2.62, -1.96, -0.79], [-4.00, -2.17, -0.96], [-4.50, -3.41, -1.11], [-3.75, -4.58, -1.23], [-2.38, -4.41, -1.07], [-1.81, -3.14, -0.80], [-0.33, -2.98, -0.66], [0.15, -1.65, -0.58], [1.58, -1.30, -0.49], [2.49, -2.12, -0.34], [2.00, -0.02, -0.44], [0.82, 5.02, -0.63], [1.96, 3.88, -1.57], [0.44, 3.44, -1.22], [2.35, 5.25, 1.51], [3.22, 4.31, 3.38], [2.79, 1.73, 3.73], [2.02, 0.39, 2.03], [1.06, 1.67, -1.29], [-4.59, -1.27, -0.88], [-5.56, -3.49, -1.31], [-4.17, -5.45, -1.52], [-1.73, -5.24, -1.12], [0.41, -3.74, -0.67], [2.64, -0.04, 0.34]], "e_above_lowest_kcal_mol": 28.02, "orbital_gap_ev": 7.79, "multiplicity": 1, "smiles": "Cc1ccccc1[C@@H]1N=C2Oc3ccccc3C=C2C(=O)N1"}


[6]
{"formula": "C5H10O", "method": "ωB97M-V/def2-TZVPD", "species": ["C", "C", "C", "C", "C", "H", "H", "H", "H", "H", "H", "H", "H", "O", "H", "H"], "xyz": [[1.74, 0.64, -0.50], [0.28, 0.55, -0.20], [-0.53, 0.96, 0.78], [-1.78, 0.40, 0.15], [-0.84, -0.10, -0.99], [1.92, 1.29, -1.36], [2.14, -0.35, -0.73], [2.30, 1.04, 0.35], [-0.36, 1.53, 1.69], [-2.30, -0.39, 0.71], [-2.53, 1.14, -0.17], [-1.03, 0.32, -1.98], [-0.76, -1.19, -1.09], [0.96, -2.05, 1.21], [0.26, -2.60, 0.84], [0.55, -1.18, 1.31]], "e_above_lowest_kcal_mol": 34.48, "orbital_gap_ev": 10.30, "multiplicity": 1, "smiles": "CC1=CCC1.O"}


[7]
{"formula": "C31H28N4O8STc", "method": "ωB97M-V/def2-TZVPD", "species": ["Tc", "C", "O", "C", "C", "C", "C", "C", "C", "N", "N", "C", "O", "C", "C", "C", "C", "C", "C", "C", "O", "H", "H", "H", "H", "H", "H", "H", "H", "H", "H", "H", "H", "O", "C", "O", "C", "C", "N", "N", "C", "C", "O", "O", "H", "H", "H", "O", "S", "C", "C", "C", "C", "H", "H", "H", "H", "H", "H", "H", "H", "C", "C", "C", "C", "C", "C", "C", "H", "H", "H", "H", "H"], "xyz": [[0.37, 0.43, 0.17], [0.09, 3.03, 4.10], [-1.32, 2.98, 3.88], [-1.84, 1.71, 3.74], [-2.93, 1.37, 4.53], [-3.52, 0.11, 4.37], [-2.99, -0.77, 3.44], [-1.89, -0.44, 2.62], [-1.42, -1.47, 1.72], [-0.52, -1.40, 0.77], [-0.28, -2.59, 0.21], [0.56, -2.73, -0.81], [1.25, -1.74, -1.46], [0.88, -4.03, -1.29], [1.79, -4.22, -2.37], [2.11, -5.48, -2.82], [1.57, -6.63, -2.24], [0.67, -6.46, -1.17], [0.34, -5.21, -0.70], [-1.30, 0.85, 2.76], [-0.30, 1.28, 2.05], [0.63, 2.95, 3.16], [0.40, 2.22, 4.76], [0.29, 3.99, 4.58], [-3.29, 2.09, 5.25], [-4.37, -0.18, 4.98], [-3.43, -1.75, 3.32], [-1.87, -2.46, 1.85], [2.23, -3.35, -2.84], [2.81, -5.58, -3.65], [1.83, -7.62, -2.60], [0.23, -7.33, -0.70], [-0.36, -5.10, 0.12], [6.72, 0.51, 0.83], [5.69, 1.01, 1.57], [5.89, 1.88, 2.37], [4.38, 0.37, 1.26], [4.18, -0.99, 1.24], [2.87, -1.19, 1.02], [2.24, -0.03, 0.82], [3.12, 0.94, 0.97], [2.66, 2.33, 0.54], [3.46, 3.25, 0.63], [1.48, 2.34, 0.05], [6.33, -0.04, 0.13], [4.85, -1.81, 1.44], [2.37, -2.04, 0.78], [-1.67, 1.08, -0.46], [-1.69, 2.58, -0.70], [-3.22, 2.79, -1.66], [-4.32, 3.30, -0.71], [-3.88, 2.92, 0.71], [-2.42, 3.32, 0.77], [-3.40, 1.78, -2.01], [-3.04, 3.43, -2.52], [-5.29, 2.88, -0.97], [-4.41, 4.38, -0.78], [-3.97, 1.85, 0.89], [-4.47, 3.44, 1.48], [-1.83, 2.96, 1.62], [-2.28, 4.40, 0.66], [0.72, -0.41, -1.47], [0.50, 0.02, -2.86], [0.33, 1.39, -3.12], [0.08, 1.86, -4.40], [0.00, 0.97, -5.47], [0.19, -0.39, -5.23], [0.45, -0.86, -3.95], [0.46, 2.08, -2.29], [-0.04, 2.92, -4.56], [-0.19, 1.33, -6.48], [0.14, -1.09, -6.06], [0.58, -1.92, -3.77]], "s_squared": 0.813, "e_above_lowest_kcal_mol": 53.51, "orbital_gap_ev": [3.22, 4.57], "multiplicity": 2, "total_charge": -2}


[8]
{"formula": "C7H8NS", "method": "ωB97M-V/def2-TZVPD", "species": ["C", "C", "C", "C", "C", "C", "C", "N", "S", "H", "H", "H", "H", "H", "H", "H", "H"], "xyz": [[-0.10, -1.38, 0.98], [1.01, -0.50, 0.72], [-1.33, -1.47, 0.27], [2.32, 2.14, -1.29], [-3.49, -0.45, 0.08], [2.06, 1.38, -0.22], [1.15, 0.26, -0.37], [-2.23, -0.55, 0.08], [-0.63, -2.90, -0.34], [-0.06, -1.75, 1.99], [1.78, -0.45, 1.58], [2.93, 3.12, -1.31], [1.87, 1.93, -2.22], [-3.95, 0.52, -0.17], [-4.22, -1.26, 0.61], [2.48, 1.36, 0.76], [0.42, -0.01, -1.14]], "e_above_lowest_kcal_mol": 56.32, "orbital_gap_ev": 7.14, "multiplicity": 1, "total_charge": 1}


[9]
{"formula": "C29H27BBrN6O4SbTa", "method": "ωB97M-V/def2-TZVPD", "species": ["Ta", "O", "C", "C", "C", "N", "C", "Br", "C", "H", "H", "H", "H", "B", "N", "C", "C", "C", "N", "N", "C", "C", "C", "N", "H", "H", "H", "H", "H", "H", "H", "H", "C", "C", "C", "C", "C", "C", "Sb", "C", "C", "C", "C", "C", "C", "C", "C", "C", "C", "C", "C", "H", "H", "H", "H", "H", "H", "H", "H", "H", "H", "H", "H", "H", "H", "H", "O", "N", "O", "O"], "xyz": [[1.64, -0.44, 1.31], [-4.43, 1.34, 5.19], [-3.78, 0.98, 4.10], [-4.35, 0.36, 2.98], [-3.55, 0.03, 1.91], [-2.22, 0.27, 1.88], [-1.76, 0.84, 2.95], [0.17, 1.26, 2.88], [-2.40, 1.23, 4.09], [-5.38, 1.15, 5.15], [-5.41, 0.15, 2.95], [-3.96, -0.45, 1.04], [-1.91, 1.69, 4.93], [2.75, 1.92, 0.29], [3.36, 0.82, -0.61], [4.27, 0.75, -1.57], [4.49, -0.60, -1.88], [3.67, -1.31, -1.05], [2.96, -0.45, -0.27], [3.38, 1.86, 1.69], [4.22, 2.56, 2.44], [4.44, 1.88, 3.64], [3.69, 0.74, 3.55], [3.04, 0.72, 2.36], [2.64, 3.01, -0.17], [1.58, 1.41, 0.51], [4.72, 1.64, -1.98], [5.17, -0.99, -2.62], [3.53, -2.38, -0.96], [4.62, 3.50, 2.09], [5.08, 2.19, 4.45], [3.56, -0.06, 4.28], [1.60, -2.36, -4.54], [1.18, -1.04, -4.65], [0.62, -0.39, -3.56], [0.51, -1.07, -2.35], [0.91, -2.40, -2.24], [1.46, -3.04, -3.34], [-0.52, -0.27, -0.68], [-1.05, 1.70, -1.16], [-2.33, 2.18, -0.91], [-2.65, 3.48, -1.27], [-1.69, 4.29, -1.87], [-0.41, 3.81, -2.11], [-0.08, 2.51, -1.76], [-2.12, -1.65, -0.57], [-2.98, -1.65, -1.66], [-4.00, -2.58, -1.71], [-4.14, -3.51, -0.68], [-3.26, -3.51, 0.39], [-2.25, -2.57, 0.46], [2.02, -2.87, -5.40], [1.26, -0.53, -5.60], [0.27, 0.63, -3.67], [0.76, -2.95, -1.32], [1.76, -4.08, -3.26], [-3.08, 1.55, -0.46], [-3.64, 3.86, -1.09], [-1.95, 5.31, -2.15], [0.33, 4.44, -2.59], [0.91, 2.13, -1.97], [-2.86, -0.94, -2.48], [-4.69, -2.59, -2.54], [-4.93, -4.25, -0.73], [-3.37, -4.24, 1.18], [-1.58, -2.55, 1.32], [1.81, -3.53, 3.17], [1.56, -2.70, 2.42], [2.19, -2.45, 1.27], [0.60, -1.79, 2.53]], "e_above_lowest_kcal_mol": 42.07, "orbital_gap_ev": 5.84, "multiplicity": 1, "total_charge": 3}


[10]
{"formula": "C27H51BiN10OSi2", "method": "ωB97M-V/def2-TZVPD", "species": ["Bi", "C", "Si", "C", "C", "N", "C", "C", "C", "C", "C", "C", "N", "Si", "C", "C", "C", "H", "H", "H", "H", "H", "H", "H", "H", "H", "H", "H", "H", "H", "H", "H", "H", "H", "H", "H", "H", "H", "H", "C", "N", "C", "C", "N", "N", "C", "N", "N", "H", "H", "H", "H", "H", "H", "H", "H", "H", "H", "H", "C", "N", "C", "N", "O", "H", "H", "H", "H", "H", "H", "C", "N", "C", "C", "C", "C", "C", "C", "C", "C", "H", "H", "H", "H", "H", "H", "H", "H", "H", "H", "H", "H"], "xyz": [[-0.28, -0.42, -0.15], [-0.75, 0.09, 3.96], [-1.64, 0.89, 2.52], [-2.56, 2.38, 3.15], [-2.95, -0.32, 1.95], [-0.47, 1.29, 1.27], [-0.71, 2.50, 0.54], [-0.52, 3.74, 1.14], [-0.90, 4.92, 0.50], [-1.47, 4.84, -0.76], [-1.60, 3.61, -1.40], [-1.15, 2.42, -0.80], [-1.11, 1.17, -1.46], [-1.33, 1.10, -3.19], [-0.11, 2.22, -4.06], [-3.09, 1.50, -3.69], [-1.05, -0.62, -3.84], [-1.47, -0.16, 4.74], [-0.01, 0.77, 4.40], [-0.23, -0.82, 3.66], [-3.45, 2.04, 3.69], [-2.88, 3.03, 2.33], [-1.95, 2.98, 3.84], [-3.68, -0.47, 2.75], [-2.56, -1.30, 1.66], [-3.49, 0.07, 1.07], [-0.12, 3.77, 2.14], [-0.75, 5.88, 0.98], [-1.83, 5.73, -1.26], [-2.05, 3.58, -2.38], [0.08, 3.13, -3.48], [-0.45, 2.51, -5.06], [0.84, 1.68, -4.16], [-3.32, 2.57, -3.71], [-3.81, 1.04, -3.00], [-3.27, 1.10, -4.69], [-0.15, -1.10, -3.43], [-0.91, -0.55, -4.93], [-1.90, -1.29, -3.66], [-1.29, -3.70, 3.04], [-1.98, -4.04, 1.82], [-3.42, -4.20, 1.96], [-1.34, -4.00, 0.62], [-0.14, -3.65, 0.37], [-2.13, -4.48, -0.49], [-2.47, -3.54, -1.46], [-2.56, -4.06, -2.72], [-2.72, -2.34, -1.11], [-1.61, -4.37, 3.84], [-1.51, -2.67, 3.35], [-0.21, -3.80, 2.92], [-3.64, -5.04, 2.62], [-3.88, -4.36, 1.00], [-3.85, -3.30, 2.41], [0.39, -3.27, 1.15], [-1.73, -5.33, -0.85], [-2.38, -5.03, -2.92], [-2.89, -3.49, -3.48], [-2.99, -1.76, -1.89], [3.46, -2.39, 3.32], [3.31, -0.95, 3.20], [2.29, -0.42, 2.47], [2.20, 0.94, 2.41], [1.51, -1.14, 1.84], [4.51, -2.62, 3.50], [3.15, -2.86, 2.40], [2.87, -2.80, 4.14], [3.86, -0.35, 3.77], [2.72, 1.52, 3.04], [1.34, 1.29, 1.99], [3.52, 3.76, -0.16], [3.70, 2.45, -0.75], [4.42, 1.57, 0.15], [2.41, 1.93, -1.20], [2.48, 0.55, -1.80], [3.40, 0.31, -2.82], [3.56, -0.96, -3.36], [2.78, -2.01, -2.88], [1.83, -1.77, -1.91], [1.66, -0.49, -1.36], [4.49, 4.20, 0.08], [2.91, 3.73, 0.76], [3.01, 4.42, -0.87], [5.34, 2.06, 0.46], [4.68, 0.63, -0.35], [3.84, 1.32, 1.06], [2.05, 2.63, -1.96], [1.67, 1.94, -0.38], [4.02, 1.13, -3.16], [4.27, -1.13, -4.15], [2.91, -3.01, -3.28], [1.22, -2.60, -1.55]], "orbital_gap_ev": 7.30, "multiplicity": 1}


[11]
{"formula": "C2H14BrMnO6", "method": "ωB97M-V/def2-TZVPD", "species": ["Mn", "Br", "O", "H", "H", "O", "H", "H", "O", "H", "H", "O", "H", "H", "C", "C", "O", "O", "H", "H", "H", "H", "H", "H"], "xyz": [[-0.88, -0.59, 1.04], [0.67, -2.13, 2.36], [-2.87, -1.16, 1.56], [-3.33, -0.93, 2.36], [-3.39, -1.88, 1.19], [-1.67, 0.90, -0.24], [-1.55, 0.90, -1.19], [-2.14, 1.72, -0.06], [-1.04, -1.90, -0.63], [-1.35, -1.65, -1.51], [-0.60, -2.74, -0.76], [-1.19, 0.77, 2.63], [-0.79, 0.57, 3.48], [-1.54, 1.65, 2.74], [1.61, -0.08, -1.18], [2.90, 0.64, -1.49], [2.65, 2.10, -1.55], [0.94, 0.38, 0.02], [1.78, -1.15, -1.08], [0.82, 0.03, -1.93], [3.12, 0.26, -2.49], [3.83, 0.50, -0.93], [2.76, 2.48, -2.43], [1.23, 1.30, 0.09]], "s_squared": 8.753, "orbital_gap_ev": [8.05, 8.13], "multiplicity": 6, "total_charge": 1}


[12]
{"formula": "C5H6O2", "method": "ωB97M-V/def2-TZVPD", "species": ["C", "C", "O", "C", "O", "C", "C", "H", "H", "H", "H", "H", "H"], "xyz": [[-1.28, 0.97, 0.15], [-0.53, -0.23, 0.41], [-1.68, -1.34, -0.17], [0.65, -0.47, -0.49], [0.56, -1.02, -1.57], [1.91, 0.07, 0.00], [2.95, 0.49, 0.43], [-1.65, 1.52, 1.02], [-2.12, -0.29, -0.29], [-0.97, 1.59, -0.69], [-0.39, -0.57, 1.43], [-1.32, -1.60, -1.05], [3.87, 0.88, 0.81]], "e_above_lowest_kcal_mol": 120.56, "orbital_gap_ev": 8.21, "multiplicity": 1}


Values of E_tot, in order: -2268.75251; -1030.46031; -341.90854; -3667.97712; -954.26384; -271.69767; -2498.02448; -724.06182; -4645.88155; -2475.96297; -4260.90587; -344.40979, all in Ha.
Values of molecular weight, in order: 297.11; 263.26; 100.12; 391.19; 290.32; 86.13; 714.65; 138.22; 917.00; 796.93; 268.97; 98.10, all in u.